The following is a DFT calculation (ωB97M-V/def2-TZVPD) of C5H9FeO3 as an isolated structure in a non-equilibrium geometry.

Geometry as XYZ:
```
18
C5H9FeO3 | OMol25 | ωB97M-V/def2-TZVPD
H -1.87610 0.33748 0.21709
O 0.36626 -0.91074 -0.97937
O -1.38539 -0.26633 -2.09126
C -0.73568 -0.00862 -0.99310
O -0.41112 1.21971 -0.70074
C 1.26620 -0.94923 0.13829
C 2.35860 -1.95255 -0.13475
H 1.67271 0.06123 0.27797
H 0.68198 -1.22510 1.02634
H 3.01215 -1.61701 -0.95132
H 2.97759 -2.05758 0.76561
H 1.93834 -2.93645 -0.38427
Fe -0.20730 -1.64409 -2.68886
C -1.89541 1.74991 0.60153
C -1.69599 2.42831 1.73062
H -2.75319 1.99451 -0.03336
H -2.54990 2.80703 2.29454
H -0.76374 2.96951 1.90506
```

Properties
Multiplicity: 6
Electronic energy, Eh: -1684.37342
HOMO (spin up / spin down), eV: -16.998 / -19.362
LUMO level (spin up / spin down), eV: -10.3 / -10.7
Net charge: +2
Energy above the lowest of the compared OMol25 structures with the same formula, charge and spin, kcal/mol: 71.6

Partial charges, Mulliken, in e: 0.30 -0.44 -0.72 1.15 -0.44 -0.04 -1.34 0.33 0.34 0.35 0.37 0.34 1.15 0.11 -0.53 0.41 0.33 0.33